A structure of composition C11H52FInNO17 at a distorted geometry, computed with ωB97M-V with the def2-TZVPD basis set.

XYZ file:
```
83
Properties=species:S:1:pos:R:3:forces:R:3:lowdin_charge:R:1
C 3.2145 -1.9936 0.8702 -0.56 0.48 -0.56 -0.0884
C 1.9171 -1.8090 0.0143 0.85 0.27 0.35 -0.2388
C 1.9527 -0.3954 -0.5884 -0.57 -0.01 -0.04 -0.2209
C 1.9580 0.7220 0.4621 0.09 -0.58 -0.14 -0.2113
C 0.6680 0.6831 1.3165 0.70 0.63 0.37 -0.2864
C -0.1952 1.9451 1.1325 -0.40 0.04 -0.11 -0.2785
In -2.1851 1.5040 0.3078 0.53 0.16 -0.38 0.7693
F -3.7041 2.7133 1.0723 -0.07 -0.51 -0.04 -0.5688
C -2.7560 -0.6626 0.4099 0.23 0.27 0.50 -0.2972
C -3.9014 -1.1074 -0.2458 -0.59 0.69 -0.74 -0.1493
C -4.3080 -2.4210 -0.2744 0.36 -0.31 0.33 -0.0769
C -3.5183 -3.3206 0.4309 -0.73 -0.03 -0.53 -0.0962
C -2.4211 -2.8197 1.0878 0.88 -0.81 0.69 -0.2017
N -2.0033 -1.5564 1.0990 -0.43 0.18 -0.08 0.0328
H 3.7517 -2.9084 0.6369 -0.17 -0.17 0.39 0.0338
H 3.8984 -1.1714 0.6405 0.05 -0.08 0.06 0.0651
H 2.9749 -1.8966 1.9268 0.28 -0.30 0.05 0.0571
H 1.8485 -2.5585 -0.7760 0.01 0.06 -0.02 0.0723
H 1.0507 -1.9521 0.6641 -0.11 0.11 -0.19 0.0785
H 2.8384 -0.3608 -1.2389 -0.01 0.24 0.08 0.1032
H 1.0671 -0.1981 -1.2082 0.23 -0.34 0.02 0.0796
H 2.0644 1.6647 -0.0746 -0.11 0.06 0.18 0.0828
H 2.8414 0.6380 1.1017 -0.02 0.03 -0.04 0.0923
H 0.1317 -0.2493 1.1434 -0.08 0.12 -0.04 0.0456
H 1.0016 0.6552 2.3615 -0.12 -0.13 -0.04 0.0777
H -0.2603 2.5352 2.0477 0.01 -0.13 0.03 0.0026
H 0.3144 2.5791 0.4005 -0.29 0.11 -0.01 0.0098
H -2.1283 1.9231 -1.4419 -0.22 0.16 0.17 -0.0604
H -4.5038 -0.3702 -0.7686 0.07 -0.03 0.00 0.0867
H -5.2005 -2.7367 -0.8001 0.00 0.04 -0.01 0.1027
H -3.7722 -4.3728 0.4652 0.14 -0.01 0.11 0.0987
H -1.8240 -3.5316 1.6652 0.05 0.18 -0.07 0.1007
O -0.1452 -1.1022 4.0549 -0.16 -0.10 0.09 -0.0728
H 0.0200 -0.1612 3.9349 0.02 -0.01 -0.10 0.0112
H -0.7630 -1.3117 3.3388 0.06 0.07 -0.12 0.0096
O -6.3719 0.5571 1.0621 -0.30 0.16 0.19 -0.0547
H -5.6300 1.1537 1.2486 0.21 0.01 -0.03 0.0315
H -7.0755 1.1481 0.7752 0.10 0.05 -0.15 0.0407
O -0.6315 -1.2726 -2.2389 -0.03 0.09 -0.26 -0.0573
H -0.6921 -1.9435 -2.9280 -0.05 -0.13 0.14 0.0474
H -1.5543 -1.0688 -2.0287 0.04 0.19 -0.05 0.0211
O 4.2417 -1.0726 3.9086 0.13 0.07 0.16 -0.0529
H 5.0758 -1.2628 4.3549 0.07 -0.06 0.01 -0.0060
H 3.6831 -0.6889 4.5919 -0.12 -0.02 -0.10 0.0375
O 7.0181 -1.2435 5.4492 -0.08 0.09 0.02 -0.0499
H 7.2682 -0.3559 5.1709 0.00 -0.02 -0.05 0.0467
H 6.7600 -1.1424 6.3712 0.00 -0.05 0.00 0.0442
O -0.6263 -4.3704 -1.6924 -0.04 -0.12 -0.09 -0.0534
H 0.2149 -4.5983 -1.2859 -0.02 0.02 0.04 0.0100
H -1.1296 -3.9620 -0.9765 0.02 0.10 -0.03 0.0126
O 4.4470 2.2447 -0.7080 0.25 0.04 -0.17 -0.0461
H 4.4516 2.6033 -1.6044 -0.19 0.05 0.01 0.0239
H 5.3033 2.4888 -0.3445 -0.02 -0.01 0.02 0.0318
O 3.2599 -4.6501 -0.9524 0.02 -0.32 -0.29 -0.0521
H 3.2974 -4.2888 -1.8440 -0.10 0.02 0.02 0.0501
H 4.1194 -4.4378 -0.5772 -0.05 -0.01 0.12 0.0360
O -2.5378 0.4344 -3.7203 -0.07 -0.83 -0.28 -0.0896
H -3.0680 0.8378 -4.4132 0.01 0.26 0.13 0.0228
H -1.6854 0.8703 -3.7929 -0.11 0.22 0.14 0.0014
O -3.0742 3.0797 -3.9463 -0.22 0.41 -0.28 -0.0832
H -2.8606 3.9758 -4.2319 0.15 -0.02 0.15 0.0045
H -3.3368 3.1685 -3.0214 0.19 -0.27 0.08 0.0221
O 0.9324 3.1727 4.1647 0.11 0.01 0.24 -0.0514
H 1.1318 4.0544 3.8353 -0.04 -0.05 -0.13 0.0373
H 0.6466 3.3101 5.0732 -0.04 -0.01 -0.03 0.0310
O 1.0863 0.8622 -4.2191 -0.08 0.12 0.05 -0.0524
H 1.9526 0.4786 -4.0515 -0.01 0.00 0.13 0.0391
H 0.5112 0.3997 -3.5911 -0.02 -0.18 0.13 0.0112
O -1.3180 5.5571 -4.2632 -0.04 0.22 -0.19 -0.0504
H -1.2773 5.9102 -5.1574 0.00 0.00 0.01 0.0418
H -0.4750 5.8032 -3.8663 0.00 -0.23 0.13 0.0389
O 0.4523 3.6357 -2.3380 0.09 0.19 -0.39 -0.0652
H 0.4961 2.8969 -2.9592 -0.11 -0.23 0.17 0.0098
H -0.4969 3.7454 -2.1935 -0.01 -0.19 0.12 0.0188
O 3.1834 3.5308 -3.8942 0.01 -0.07 -0.12 -0.0546
H 3.2231 2.8106 -4.5309 -0.02 0.02 -0.01 0.0264
H 2.2360 3.6457 -3.7405 0.09 0.10 0.26 0.0037
O -8.2724 -0.0677 3.5312 -0.19 0.07 -0.10 -0.0699
H -8.4016 0.8335 3.8393 0.05 -0.01 0.04 0.0250
H -7.8105 0.0353 2.6878 0.32 -0.09 0.05 -0.0044
O 1.0092 -4.8078 1.4582 -0.10 0.00 -0.10 -0.0565
H 0.9573 -3.9143 1.8169 0.03 0.00 0.00 0.0255
H 1.4429 -4.6916 0.6040 0.23 0.03 0.11 -0.0078
```
Forces are in eV/Å.

## Properties
E_tot = -2074.17465 Eh
Charge = -1
HOMO = -4.7 eV
Gap between HOMO and LUMO = 6.7 eV